116
Properties=species:S:1:pos:R:3:forces:R:3 method="wB97M-V/def2-TZVPD" charge=-1
O -0.89033 1.91964 -2.10520 -0.021 -0.385 0.366
C -0.38128 1.43295 -1.14530 -0.167 0.746 -1.220
Br -1.71032 0.51593 0.13291 -0.174 -0.138 0.529
C 0.97284 1.46148 -0.71259 0.062 -1.201 0.081
P 1.42070 3.40752 -0.24025 0.191 1.473 0.378
H 1.56967 1.10840 -1.55075 0.320 0.363 -0.190
H 1.16493 0.82618 0.14017 0.008 0.039 0.281
H 0.10662 3.45344 0.42165 0.082 -0.098 -0.192
H 0.85308 3.83631 -1.53508 -0.219 -0.401 0.067
H 2.75250 3.29500 -0.90565 -0.098 -0.166 -0.057
H 2.06506 2.98459 1.01577 -0.269 -0.332 -0.152
H 1.63376 4.79160 0.10591 0.268 -0.054 -0.112
C 2.63148 -4.46536 0.52110 0.127 0.146 0.089
C 2.73007 -3.93616 -0.88062 0.051 -0.245 0.063
C 3.66482 -4.70242 -1.79636 -0.081 -0.087 -0.075
O 4.11976 -3.67905 -2.69545 0.041 -0.195 -0.031
C 4.02162 -2.49487 -2.04623 0.169 0.176 -0.154
O 4.51576 -1.48415 -2.44414 0.038 0.019 -0.028
O 3.33471 -2.62519 -0.91140 -0.269 0.038 0.140
H 3.58589 -4.36526 1.03780 0.058 -0.093 -0.057
H 1.89325 -3.92441 1.10105 -0.007 0.049 -0.027
H 2.34735 -5.51848 0.49984 -0.006 -0.017 -0.005
H 1.73678 -3.85134 -1.32985 0.016 0.076 -0.068
H 3.17551 -5.50040 -2.34909 -0.034 0.107 -0.142
H 4.52963 -5.10058 -1.26912 -0.038 -0.016 0.139
C 9.70947 -3.13620 -1.62188 0.143 -0.150 0.155
C 8.40669 -3.87707 -1.47291 0.014 0.125 0.062
C 7.22078 -3.02353 -1.07325 -0.060 -0.020 -0.047
O 6.41398 -3.95815 -0.33228 0.055 0.162 -0.034
C 7.22766 -4.91409 0.17050 0.035 -0.009 -0.028
O 6.89944 -5.73024 0.96994 -0.002 0.006 -0.046
O 8.46181 -4.81334 -0.37397 0.051 -0.041 -0.088
H 10.02774 -2.73609 -0.65926 -0.065 0.085 -0.001
H 10.49439 -3.79944 -1.98265 -0.008 -0.003 -0.031
H 9.59609 -2.31644 -2.33078 -0.027 0.009 -0.019
H 8.18196 -4.44696 -2.37813 -0.053 -0.022 0.006
H 6.65989 -2.62937 -1.91555 -0.099 -0.055 0.023
H 7.49904 -2.20317 -0.40911 0.058 -0.008 0.020
C -3.66588 -0.84764 -2.72234 0.164 -0.219 0.202
C -4.80434 -1.79892 -2.47863 -0.010 0.210 -0.077
C -6.02785 -1.17726 -1.83548 -0.009 -0.037 0.022
O -6.57136 -2.27492 -1.07716 -0.049 0.125 -0.020
C -5.55643 -3.11829 -0.78931 0.008 0.048 -0.033
O -5.64111 -4.02485 -0.01638 0.017 0.088 -0.126
O -4.45557 -2.79470 -1.48251 0.032 -0.096 -0.108
H -3.28808 -0.48550 -1.76634 0.014 0.150 -0.098
H -2.84621 -1.34297 -3.24080 -0.006 0.001 -0.023
H -3.99013 -0.00038 -3.32620 -0.053 0.007 0.001
H -5.07846 -2.33660 -3.39050 -0.052 -0.073 0.044
H -6.76244 -0.81924 -2.55078 -0.090 -0.106 0.018
H -5.76408 -0.37404 -1.14528 0.067 0.008 -0.004
C -3.19493 -4.74870 1.97789 0.144 -0.140 0.117
C -2.22060 -3.86623 2.71412 -0.076 -0.022 -0.181
C -1.74117 -2.64877 1.94791 -0.110 -0.036 0.062
O -0.41813 -2.45338 2.47609 -0.037 -0.092 -0.019
C 0.02784 -3.64414 2.92540 -0.120 -0.075 0.076
O 1.15122 -3.88772 3.23851 -0.052 0.122 0.103
O -0.97685 -4.55037 2.96241 0.006 -0.021 0.062
H -2.71211 -5.20113 1.11169 -0.020 0.092 -0.081
H -3.54916 -5.55474 2.62007 -0.012 0.008 0.024
H -4.05582 -4.17354 1.63891 0.058 -0.029 0.011
H -2.62633 -3.56834 3.68497 0.022 0.033 0.022
H -2.36731 -1.77966 2.12150 0.233 0.192 0.041
H -1.66166 -2.82082 0.87316 -0.051 -0.057 -0.012
C -7.94702 -5.29928 1.36470 0.061 -0.288 0.247
C -9.08813 -6.23607 1.66303 -0.015 0.190 0.033
C -10.29645 -5.60126 2.32324 -0.033 -0.058 -0.006
O -10.83374 -6.68229 3.09847 -0.031 0.130 -0.016
C -9.82142 -7.53923 3.37791 0.037 -0.026 0.002
O -9.89511 -8.43907 4.15123 -0.004 0.032 -0.041
O -8.72578 -7.22135 2.65671 0.038 -0.034 -0.106
H -7.52167 -4.91381 2.29144 -0.060 0.090 0.009
H -7.15265 -5.80909 0.82969 0.020 0.008 -0.063
H -8.28231 -4.46328 0.75338 -0.019 0.005 -0.038
H -9.38561 -6.77748 0.76088 -0.048 -0.043 0.020
H -11.04176 -5.24505 1.61764 -0.078 -0.084 0.019
H -10.01528 -4.79050 2.99894 0.055 0.014 -0.007
C 0.17781 8.50837 0.12627 0.087 -0.185 -0.103
C -1.05440 7.69707 0.44003 0.131 0.109 -0.002
C -1.86541 8.24504 1.59641 -0.096 -0.044 0.003
O -2.46905 7.07206 2.14086 0.017 0.062 0.025
C -1.67572 6.00200 1.81531 0.053 0.117 -0.016
O -1.81351 4.92420 2.28797 0.041 0.026 0.012
O -0.73607 6.37696 0.92145 -0.182 0.025 0.075
H 0.87970 8.46130 0.95163 0.008 0.053 0.091
H 0.69079 8.13241 -0.75710 -0.047 -0.035 -0.016
H -0.10997 9.54790 -0.04768 -0.033 -0.007 -0.034
H -1.67828 7.57490 -0.44985 -0.045 -0.016 0.020
H -2.63356 8.95324 1.29392 -0.074 -0.063 0.007
H -1.22416 8.70194 2.35595 0.059 0.011 -0.036
C 1.73387 5.64858 6.11079 0.016 -0.188 -0.109
C 2.21403 6.61779 5.06118 -0.107 -0.007 0.091
C 1.22469 7.70326 4.68198 -0.014 0.015 -0.038
O 1.55999 7.96222 3.31545 -0.032 -0.014 -0.051
C 2.12908 6.82574 2.79700 -0.137 -0.340 0.266
O 2.32983 6.62051 1.65200 0.216 0.412 0.078
O 2.39917 5.95875 3.80399 0.145 0.030 -0.052
H 0.89355 5.06933 5.72836 -0.065 0.067 0.004
H 2.52307 4.94843 6.37969 0.019 0.014 0.010
H 1.42463 6.18421 7.00929 0.007 0.027 0.004
H 3.17281 7.05883 5.35129 0.001 0.043 -0.015
H 1.32865 8.61175 5.27040 0.049 0.064 -0.092
H 0.19125 7.34905 4.73225 0.009 -0.057 0.029
C 2.09068 3.18660 -4.57554 -0.253 0.171 -0.138
C 2.71619 2.22906 -5.55074 0.069 0.110 0.065
C 4.22960 2.18329 -5.52567 -0.067 0.070 -0.232
O 4.55301 1.84344 -6.89105 0.175 0.008 0.276
C 3.53766 2.25758 -7.67545 -0.094 0.044 -0.158
O 3.57548 2.28923 -8.86831 0.005 -0.016 0.145
O 2.48389 2.63245 -6.92809 -0.144 -0.068 0.112
H 2.35987 4.21356 -4.82517 0.141 -0.006 0.054
H 1.00403 3.12051 -4.60248 0.003 -0.070 0.065
H 2.41215 2.96867 -3.55514 -0.006 0.000 0.015
H 2.29579 1.22748 -5.43107 0.042 -0.027 -0.047
H 4.62750 1.44092 -4.84931 0.118 -0.229 0.021
H 4.66245 3.16072 -5.29881 -0.042 0.000 0.002

The following is a quantum chemistry calculation of a molecular structure, C51H56IN5O2P2Sr, from the Open Molecules 2025 dataset.

XYZ file:
```
118
Properties=species:S:1:pos:R:3:forces:R:3
Sr -0.43974 -1.21560 0.60233 12.883 2.721 -2.281
C 6.21984 4.14371 -1.46174 0.013 -0.006 -0.002
C 6.30033 2.91639 -2.32434 -0.015 -0.046 0.014
C 7.41518 2.66800 -3.11367 0.008 -0.005 0.017
C 7.50509 1.53180 -3.90285 -0.024 -0.008 -0.028
C 6.45329 0.62902 -3.91539 0.046 -0.017 -0.002
C 5.32100 0.86282 -3.15347 -0.042 0.013 0.020
C 5.24240 1.99683 -2.34851 0.075 -0.033 -0.072
N 4.10344 2.28657 -1.57424 -0.244 -0.041 0.237
C 3.15277 1.37079 -1.09746 0.063 0.076 -0.153
N 3.68728 0.18158 -0.67298 0.188 0.404 0.237
C 3.31814 -1.10604 -1.18755 0.049 0.295 -0.137
C 2.00830 -1.34665 -1.58028 -0.997 -0.432 -0.557
C 1.92405 -2.40698 -2.50378 0.627 -0.241 0.222
C 2.97959 -3.25956 -2.83133 -0.169 0.038 0.052
C 4.18921 -3.10278 -2.17704 0.017 -0.012 -0.046
C 4.38419 -2.00899 -1.35205 0.036 0.147 -0.001
C 5.69272 -1.82174 -0.63438 -0.019 0.009 -0.021
N 1.89526 1.64899 -1.02515 0.196 -0.138 0.080
C 1.40188 2.76921 -1.70573 0.035 0.034 0.023
C 1.66460 4.07637 -1.29506 -0.093 -0.007 0.143
C 1.11170 5.16393 -1.95660 -0.062 0.028 0.002
C 0.27746 4.95698 -3.04146 0.006 0.017 0.002
C 0.01411 3.65697 -3.45661 0.016 0.055 -0.022
C 0.56481 2.55809 -2.81429 -0.124 -0.013 0.027
C 0.28427 1.15903 -3.27186 -0.034 -0.138 0.161
H 7.17977 4.65660 -1.43348 0.006 0.013 -0.003
H 5.93375 3.88549 -0.44105 -0.005 0.000 0.032
H 5.47828 4.85461 -1.83697 -0.029 0.026 -0.005
H 8.23584 3.37526 -3.09321 0.007 0.023 -0.008
H 8.38392 1.35930 -4.50918 0.029 -0.018 0.010
H 6.50310 -0.26289 -4.52534 -0.001 -0.021 -0.022
H 4.49740 0.16298 -3.18598 -0.056 -0.044 0.026
H 3.80221 3.24936 -1.60806 -0.031 -0.158 0.009
H 4.68018 0.25902 -0.51335 -0.026 -0.006 0.040
H 0.99994 -2.62907 -3.01866 -0.134 -0.072 -0.033
H 2.84477 -4.06072 -3.54900 -0.020 -0.031 -0.042
H 4.99862 -3.80683 -2.32698 0.041 -0.035 0.003
H 6.29531 -2.72569 -0.71272 0.021 -0.021 -0.009
H 5.51188 -1.62758 0.42505 -0.038 0.001 0.053
H 6.28930 -1.00253 -1.04598 0.035 0.084 -0.036
H 2.29593 4.23310 -0.42685 -0.005 0.005 0.059
H 1.32981 6.16731 -1.61679 0.015 0.059 0.011
H -0.16346 5.79572 -3.56294 -0.007 0.024 -0.020
H -0.62897 3.49138 -4.31291 -0.029 -0.015 -0.028
H -0.46295 1.15575 -4.06573 -0.059 -0.001 -0.027
H -0.03949 0.52878 -2.43282 0.069 0.137 -0.207
H 1.19195 0.67560 -3.63730 0.017 -0.030 0.003
O -0.22071 -3.48366 1.71245 -0.167 -0.067 -0.035
P -1.62722 -3.27779 1.32002 -1.572 -2.028 -0.017
C -2.22758 -1.57836 1.86299 -2.668 -0.868 1.286
P -2.84492 -0.43421 0.53708 -3.093 3.320 1.813
O -1.89342 -0.14229 -0.58909 -2.186 0.471 -0.969
C -4.63510 -0.50487 0.35020 0.311 -0.503 -0.400
C -5.19294 0.38227 -0.55946 0.036 0.029 -0.189
C -6.56658 0.52788 -0.60958 -0.134 0.027 0.010
C -7.37771 -0.19772 0.25524 0.052 0.004 -0.035
C -6.81138 -1.08513 1.15798 -0.115 0.007 0.029
C -5.43572 -1.24082 1.20689 0.009 -0.285 0.137
C -2.87960 1.10614 1.52862 -0.093 -0.093 -0.272
C -2.55776 2.27604 0.85360 0.159 0.035 -0.131
C -2.81342 3.51158 1.42899 -0.031 0.030 0.022
C -3.38485 3.58389 2.68533 -0.007 -0.002 -0.020
C -3.70061 2.41671 3.37136 -0.034 0.078 0.053
C -3.46482 1.18781 2.78956 -0.056 -0.185 0.157
C -1.90035 -2.93074 -0.45237 -1.563 -2.118 -0.692
C -3.27572 -2.86397 -0.76747 0.134 -0.365 0.073
C -3.68870 -2.52872 -2.03515 -0.403 0.119 0.105
C -2.74639 -2.17464 -2.98292 -0.115 0.068 -0.255
C -1.40653 -2.30757 -2.70879 0.447 -0.023 -0.049
C -0.96652 -2.76591 -1.47336 -0.283 -0.828 0.176
C -2.83798 -4.46878 1.87073 -0.112 0.328 0.151
C -3.16073 -4.43929 3.22430 0.086 0.064 0.173
C -4.11820 -5.30274 3.72400 -0.067 -0.084 0.057
C -4.75728 -6.19110 2.86916 0.020 0.005 -0.008
C -4.42156 -6.23291 1.52245 -0.032 -0.088 0.044
C -3.45879 -5.37429 1.02083 0.107 -0.128 -0.195
H -1.42777 -0.97218 2.34380 -1.114 -0.313 1.627
H -3.01084 -1.66878 2.62271 0.055 0.028 -0.241
H -4.55057 0.95490 -1.22047 -0.048 -0.008 0.027
H -7.00695 1.21504 -1.31890 -0.012 0.016 -0.004
H -8.45084 -0.07140 0.22319 -0.026 -0.006 -0.014
H -7.44030 -1.66204 1.82269 -0.010 0.009 0.013
H -5.00347 -1.95599 1.90545 -0.092 0.109 -0.099
H -2.09684 2.21960 -0.12529 0.001 0.022 -0.020
H -2.55689 4.41404 0.89183 0.028 0.022 -0.012
H -3.58543 4.54539 3.13737 0.008 0.028 0.019
H -4.14576 2.46993 4.35599 -0.005 0.000 0.019
H -3.76596 0.29199 3.32681 0.026 0.053 -0.053
H -4.01582 -3.14062 -0.01911 0.131 0.220 -0.194
H -4.74637 -2.49933 -2.26621 0.010 0.016 0.002
H -3.06031 -1.82019 -3.95418 -0.014 -0.007 -0.063
H -0.67783 -2.04838 -3.46004 0.051 -0.052 -0.061
H 0.07437 -3.02908 -1.30313 0.153 0.385 -0.092
H -2.64588 -3.75369 3.89307 -0.055 -0.060 -0.033
H -4.36311 -5.28770 4.77752 -0.006 0.005 -0.005
H -5.51396 -6.86002 3.25637 -0.004 -0.012 0.003
H -4.91012 -6.93722 0.86236 0.010 0.002 0.005
H -3.19200 -5.40531 -0.03061 -0.049 -0.026 0.102
N -0.72264 -0.21988 4.00352 0.059 0.484 -0.030
C -0.24527 1.10685 4.44793 0.391 -0.033 -0.078
C 1.09852 1.50356 3.80608 -0.396 0.232 -0.087
C 1.11820 3.00595 3.50870 -0.071 -0.260 -0.131
N 0.17344 3.28251 2.41687 0.283 -0.058 -0.231
H -1.59127 -0.38885 4.50561 0.099 -0.271 0.007
H -0.03194 -0.92468 4.27069 -0.021 -0.091 -0.023
H -0.14045 1.12697 5.54103 0.009 0.066 -0.070
H -1.00207 1.84311 4.17258 0.020 -0.024 -0.073
H 1.24562 0.95060 2.86222 -0.010 0.116 0.235
H 1.93543 1.23638 4.45054 -0.027 -0.081 -0.055
H 2.14295 3.32493 3.28880 0.004 -0.017 -0.005
H 0.78418 3.55541 4.39526 0.042 0.027 -0.018
H 0.45395 2.74002 1.59372 -0.025 0.226 0.209
H 0.21383 4.25889 2.13380 0.004 -0.147 0.081
I 2.34535 -1.99399 3.54254 -0.111 -0.139 0.256
C 2.62752 -1.75550 1.36186 -0.204 0.208 0.062
H 1.90201 -2.45731 0.91898 0.102 -0.009 0.169
H 2.33019 -0.70442 1.17019 -0.047 -0.197 0.118
```
Positions in Å, forces in eV/Å.

Number 1: orbital gap 5.728 eV, F_max 1.53 eV/Å, DFT total energy -166669.7206 eV. Number 2: orbital gap 4.134 eV, F_max 13.36 eV/Å, DFT total energy -92850.0828 eV.